1.
Computed, not measured: C24H55F3O26S2V3 as an isolated structure in a non-equilibrium geometry, with wB97M-V/def2-TZVPD.

Output
Net charge: -1
E_tot, Ha: -6830.855763
LUMO energy, eV: -2.4247

Last column: Löwdin charge in e.
CARTESIAN COORDINATES (ANGSTROEM)
O (1.81684, 3.58060, -1.74721)  -0.396
V (0.27625, 3.06112, -1.85840)  1.106
O (-0.27055, 3.46354, -3.31465)  -0.383
O (-3.22463, -5.46856, 3.98219)  -0.369
V (-3.35875, -5.76034, 2.37105)  1.168
O (-4.86337, -5.74105, 2.00068)  -0.330
O (5.83641, -4.06716, -1.16126)  -0.325
V (5.70838, -4.48920, 0.38516)  1.190
O (7.16222, -5.06717, 0.93028)  -0.364
S (1.69494, -9.17340, 0.44569)  0.145
O (0.50873, -8.37081, 0.77815)  -0.312
O (1.88931, -10.19351, 1.46285)  -0.269
O (1.49462, -9.84786, -0.83808)  -0.273
O (2.86903, -8.37040, 0.39665)  -0.303
S (0.16308, -1.49268, 0.36019)  0.155
O (0.28431, -1.00173, -1.01058)  -0.324
O (1.28457, -2.35069, 0.75514)  -0.402
O (0.15168, -0.23298, 1.09743)  -0.347
O (-1.10750, -2.23154, 0.59806)  -0.423
C (-0.82308, 6.18951, 0.89689)  -0.080
O (-1.85526, 5.23717, 0.54933)  -0.214
C (-2.78269, 4.80863, 1.51052)  -0.196
C (-4.02325, 4.14745, 0.86757)  -0.153
O (-3.50230, 3.35644, -0.22226)  -0.211
C (-4.46927, 2.55810, -0.82978)  -0.123
H (-0.35550, 6.54642, -0.02076)  0.079
H (0.04263, 5.77562, 1.41397)  0.087
H (-1.23865, 7.12130, 1.28049)  0.085
H (-3.17598, 5.72176, 1.95734)  0.115
H (-2.21401, 4.21277, 2.22441)  0.130
H (-4.79974, 4.84759, 0.55941)  0.123
H (-4.43489, 3.38113, 1.52439)  0.122
H (-4.06517, 1.84112, -1.54445)  0.093
H (-5.11763, 3.26821, -1.34307)  0.087
H (-5.07202, 1.95559, -0.15026)  0.086
C (-11.64865, 1.43267, 0.49790)  -0.128
O (-10.93041, 0.58461, 1.36284)  -0.182
C (-11.55170, 0.32571, 2.62233)  -0.210
C (-10.69598, -0.55487, 3.44774)  -0.208
O (-9.59279, 0.23474, 3.88639)  -0.177
C (-8.34908, -0.45816, 3.96748)  -0.097
H (-12.65119, 1.11843, 0.20763)  0.078
H (-11.17762, 1.36099, -0.48246)  0.087
H (-11.72357, 2.46167, 0.84954)  0.086
H (-12.51815, -0.12777, 2.40227)  0.121
H (-11.79725, 1.31833, 2.99985)  0.126
H (-10.32446, -1.36469, 2.81984)  0.123
H (-11.25460, -1.10832, 4.20256)  0.125
H (-7.60754, 0.24511, 4.34645)  0.089
H (-8.09943, -0.97826, 3.04267)  0.088
H (-8.38397, -1.26803, 4.69616)  0.079
C (-2.61614, -6.76611, -4.77462)  -0.086
O (-1.16638, -6.85254, -4.73010)  -0.178
C (-0.58189, -5.83860, -5.50549)  -0.232
C (0.93783, -5.88328, -5.26515)  -0.201
O (1.44727, -7.17789, -5.55614)  -0.184
C (2.86892, -7.34294, -5.42389)  -0.091
H (-2.99884, -5.83627, -4.35389)  0.080
H (-2.96269, -7.56969, -4.12481)  0.085
H (-2.96171, -6.90584, -5.79891)  0.080
H (-0.94805, -4.84766, -5.23701)  0.121
H (-0.83173, -6.03929, -6.54732)  0.117
H (1.05720, -5.55678, -4.23208)  0.128
H (1.45098, -5.14807, -5.88502)  0.115
H (3.08691, -8.31897, -5.85746)  0.083
H (3.20855, -7.29967, -4.38906)  0.089
H (3.41080, -6.61527, -6.02801)  0.075
C (4.44776, -3.54048, 5.28756)  -0.124
O (5.38334, -2.90727, 4.43732)  -0.181
C (5.24988, -1.50295, 4.66712)  -0.203
C (6.35566, -0.71790, 3.93002)  -0.167
O (6.25479, -1.05618, 2.52432)  -0.191
C (6.97644, -0.16862, 1.70750)  -0.126
H (3.42549, -3.38140, 4.94438)  0.094
H (4.57153, -3.36539, 6.35626)  0.089
H (4.56222, -4.60648, 5.09102)  0.088
H (5.36512, -1.26239, 5.72398)  0.117
H (4.23854, -1.22493, 4.37050)  0.131
H (7.33422, -1.01625, 4.30620)  0.123
H (6.27739, 0.35056, 4.13091)  0.119
H (6.72935, 0.87034, 1.92572)  0.083
H (6.87802, -0.28939, 0.62869)  0.088
H (8.03998, -0.27201, 1.92261)  0.083
C (4.40432, 5.42939, -11.85264)  -0.078
O (5.39838, 4.35882, -11.81526)  -0.208
C (5.89457, 4.00274, -10.52898)  -0.200
C (4.97249, 3.01184, -9.87680)  -0.227
O (5.30111, 2.95369, -8.49909)  -0.188
C (4.57790, 1.92476, -7.79130)  -0.087
H (3.70284, 5.29400, -12.67586)  0.083
H (4.87070, 6.41401, -11.81938)  0.082
H (3.77073, 5.32717, -10.97162)  0.073
H (5.99127, 4.91130, -9.93461)  0.125
H (6.89009, 3.61765, -10.74978)  0.130
H (5.06954, 2.03104, -10.34232)  0.124
H (3.90866, 3.21470, -10.00021)  0.121
H (4.69001, 0.96629, -8.29812)  0.080
H (3.51173, 2.15126, -7.80003)  0.083
H (4.89286, 1.77942, -6.75797)  0.087
C (0.38420, 3.38539, 8.20897)  -0.071
C (1.62151, 4.22092, 8.08763)  -0.224
O (1.63589, 5.17258, 9.16159)  0.006
C (2.86734, 5.66020, 9.53489)  -0.297
O (3.93978, 5.10928, 9.23855)  0.122
C (2.71854, 6.95032, 10.36414)  -0.583
F (3.39869, 6.85725, 11.50474)  0.173
F (3.23887, 7.92963, 9.64068)  0.187
F (1.44438, 7.12354, 10.67312)  0.182
H (-0.54154, 3.95550, 8.13083)  0.082
H (0.35400, 2.86006, 9.16355)  0.082
H (0.44833, 2.64285, 7.41361)  0.087
H (1.50361, 4.77932, 7.15899)  0.129
H (2.52603, 3.61750, 8.01125)  0.124

2.
Computed, not measured: C24H56AsF6N8O12SY as an isolated structure in a non-equilibrium geometry, with wB97M-V/def2-TZVPD.

Output
Net charge: 0
E_tot, Ha: -5560.757088
LUMO energy, eV: -0.0595

Last column: Löwdin charge in e.
CARTESIAN COORDINATES (ANGSTROEM)
Y (11.31230, 11.40718, 13.04569)  1.543
As (13.20413, 9.49080, 7.57655)  0.959
F (15.03307, 9.68474, 7.46040)  -0.323
F (13.17942, 9.32525, 5.78202)  -0.297
F (11.41318, 9.27299, 7.52015)  -0.304
F (13.23908, 9.57198, 9.39453)  -0.306
F (13.04228, 11.23507, 7.51269)  -0.269
F (13.48668, 7.64945, 7.82670)  -0.345
S (11.85051, 11.72025, 15.81190)  0.164
O (10.78125, 12.24437, 15.03323)  -0.428
O (13.06965, 12.56652, 15.91033)  -0.348
O (11.53402, 11.27407, 17.16535)  -0.337
O (12.08342, 10.58066, 15.00031)  -0.422
C (8.23453, 13.11114, 12.34256)  -0.253
O (9.36716, 12.57717, 12.43578)  -0.090
N (7.79556, 14.04025, 13.16592)  -0.157
C (6.33576, 14.19776, 13.33060)  -0.030
C (8.57034, 14.80131, 14.10847)  -0.033
H (7.41230, 12.77130, 11.69400)  0.140
H (6.10205, 15.22627, 13.05558)  0.090
H (6.14863, 13.99893, 14.38584)  0.094
H (5.70924, 13.60916, 12.66042)  0.086
H (8.95055, 15.76928, 13.78201)  0.099
H (8.10643, 14.90383, 15.08948)  0.097
H (9.41098, 14.22819, 14.49957)  0.073
C (10.17590, 9.27855, 10.56097)  -0.217
O (10.33386, 10.28094, 11.33875)  -0.164
N (9.00651, 8.87456, 10.12070)  -0.144
C (8.69843, 7.71854, 9.22420)  -0.006
C (7.77983, 9.57163, 10.43186)  -0.045
H (11.06180, 8.70140, 10.25392)  0.143
H (8.14036, 6.98808, 9.80994)  0.087
H (9.63118, 7.30100, 8.84507)  0.096
H (8.04302, 8.08565, 8.43440)  0.090
H (6.96462, 8.91902, 10.74433)  0.091
H (7.91864, 10.43251, 11.08586)  0.076
H (7.36205, 9.91192, 9.48436)  0.090
C (12.73056, 8.11355, 12.90625)  -0.226
O (12.16167, 9.19403, 12.81822)  -0.073
N (12.11279, 6.99838, 13.37972)  -0.156
C (12.84698, 5.75818, 13.41944)  -0.057
C (10.76828, 6.85653, 13.92159)  -0.023
H (13.75247, 7.99578, 12.51379)  0.141
H (13.89758, 5.88794, 13.15964)  0.097
H (12.41051, 5.01431, 12.75291)  0.091
H (12.68370, 5.36944, 14.42458)  0.077
H (10.85706, 6.59089, 14.97499)  0.079
H (9.99205, 7.59560, 13.72326)  0.080
H (10.26752, 5.97729, 13.51627)  0.087
C (12.30307, 12.95058, 9.75348)  -0.288
O (11.91241, 12.40620, 10.82005)  -0.086
N (11.56114, 13.61029, 8.86043)  -0.155
C (12.13274, 14.61474, 7.93778)  -0.040
C (10.06661, 13.62827, 8.95103)  -0.012
H (13.38041, 12.99163, 9.53021)  0.148
H (12.11895, 14.24387, 6.91291)  0.094
H (13.17464, 14.80075, 8.19847)  0.085
H (11.67122, 15.59105, 8.08583)  0.085
H (9.77344, 14.60549, 9.33468)  0.083
H (9.70405, 13.72209, 7.92738)  0.081
H (9.53411, 12.76591, 9.35213)  0.086
C (8.34101, 9.69218, 14.48156)  -0.277
O (9.37242, 10.19833, 14.00336)  -0.066
N (7.99338, 9.56214, 15.78948)  -0.150
C (6.75699, 8.80326, 16.15694)  -0.038
C (8.75930, 10.24621, 16.83539)  -0.019
H (7.63630, 9.18526, 13.80434)  0.131
H (6.38134, 8.16537, 15.35689)  0.081
H (6.08580, 9.53976, 16.59870)  0.085
H (6.91305, 8.12174, 16.99317)  0.081
H (8.82820, 11.31396, 16.62736)  0.088
H (8.30771, 10.10391, 17.81718)  0.094
H (9.80062, 9.92502, 16.81117)  0.076
C (13.65078, 8.99034, 17.56242)  -0.300
O (14.21220, 9.90076, 18.19919)  0.002
N (13.72076, 7.68476, 17.89265)  -0.165
C (12.88228, 6.67371, 17.31678)  -0.094
C (14.39629, 7.17188, 19.12597)  -0.042
H (12.91667, 9.25323, 16.78514)  0.111
H (11.98026, 6.32618, 17.82045)  0.089
H (13.49519, 5.81330, 17.04820)  0.084
H (12.45346, 7.05289, 16.38919)  0.057
H (13.79872, 6.72518, 19.92062)  0.077
H (15.02002, 6.31167, 18.88289)  0.075
H (14.94128, 7.94298, 19.67048)  0.081
C (14.77137, 11.87382, 13.37683)  -0.210
O (13.59999, 11.49756, 13.05248)  -0.119
N (15.91294, 11.37632, 12.96016)  -0.157
C (17.22086, 11.98782, 13.15524)  -0.028
C (15.95273, 10.14311, 12.25716)  -0.042
H (14.86082, 12.65632, 14.14618)  0.146
H (17.18256, 12.75668, 13.92692)  0.094
H (17.58370, 12.43736, 12.23093)  0.095
H (17.94655, 11.25386, 13.50565)  0.092
H (15.05382, 9.55408, 12.07526)  0.075
H (16.52772, 10.15901, 11.33129)  0.100
H (16.64388, 9.45480, 12.74361)  0.091
C (12.28904, 14.87708, 13.81623)  -0.202
O (11.90887, 13.83855, 13.20793)  -0.092
N (12.64603, 16.03157, 13.13054)  -0.177
C (12.97432, 17.27079, 13.87508)  -0.043
C (12.86584, 16.05040, 11.69801)  -0.044
H (12.26867, 15.03487, 14.90567)  0.147
H (12.48931, 17.29452, 14.85094)  0.087
H (12.61241, 18.14084, 13.32725)  0.080
H (14.05777, 17.36663, 13.94616)  0.087
H (12.62102, 17.00223, 11.22665)  0.088
H (13.90427, 15.75243, 11.55323)  0.100
H (12.23874, 15.32660, 11.17746)  0.070

3.
Computed, not measured: C24H56AsF6N8O8 as an isolated structure in a non-equilibrium geometry, with wB97M-V/def2-TZVPD.

Output
Net charge: -1
Energy above the lowest of the compared OMol25 structures with the same formula, charge and spin, kJ/mol: 183.4
E_tot, Ha: -4823.322631
LUMO energy, eV: 2.2949

Last column: Löwdin charge in e.
CARTESIAN COORDINATES (ANGSTROEM)
As (0.23448, -0.08854, -0.07060)  0.825
F (0.75734, 0.92638, -1.40428)  -0.245
F (1.85228, -0.69965, 0.18980)  -0.227
F (-0.36470, -1.18583, 1.22256)  -0.281
F (-1.41494, 0.51191, -0.20239)  -0.267
F (-0.18723, -1.31057, -1.23801)  -0.247
F (0.63949, 1.19711, 1.05769)  -0.255
C (5.99178, 0.11132, 2.75715)  -0.007
C (4.88983, -0.10345, 1.72955)  -0.554
O (5.14239, -0.90061, 0.83429)  0.034
N (3.72962, 0.58041, 1.77531)  0.027
C (3.36962, 1.66635, 2.65632)  -0.091
H (6.84362, -0.40706, 2.33034)  0.079
H (5.76793, -0.36031, 3.71626)  0.077
H (6.18985, 1.17634, 2.89834)  0.066
H (2.98212, 0.29639, 1.13925)  0.086
H (4.13691, 1.84300, 3.41444)  0.070
H (2.46493, 1.47294, 3.23495)  0.071
H (3.27190, 2.62595, 2.14362)  0.077
C (0.86567, -4.26107, -0.02337)  0.004
C (2.09290, -3.89402, -0.85871)  -0.552
O (3.11022, -3.58228, -0.26790)  0.048
N (2.09728, -4.17038, -2.17149)  0.020
C (1.01641, -4.66835, -2.99555)  -0.096
H (-0.03423, -4.55879, -0.56898)  0.051
H (0.59848, -3.31652, 0.44910)  0.051
H (1.14794, -5.13586, 0.55661)  0.086
H (2.97326, -3.94795, -2.62423)  0.130
H (1.46291, -5.03213, -3.92120)  0.077
H (0.26494, -3.93216, -3.29243)  0.076
H (0.51687, -5.49883, -2.49944)  0.071
C (-6.16216, 3.04887, 1.30345)  -0.007
C (-4.68669, 3.17293, 0.96032)  -0.562
O (-4.34790, 3.58455, -0.14492)  0.022
N (-3.79660, 2.90678, 1.93013)  0.000
C (-2.34881, 2.82143, 1.74577)  -0.055
H (-6.61333, 2.50286, 0.47184)  0.084
H (-6.70272, 3.98915, 1.35506)  0.078
H (-6.29855, 2.37633, 2.15306)  0.066
H (-4.14455, 2.83379, 2.87065)  0.125
H (-1.91706, 3.57610, 2.40181)  0.085
H (-2.01732, 2.99826, 0.72838)  0.074
H (-2.07293, 1.79429, 1.97970)  0.066
C (2.57039, -0.69043, -3.48348)  0.003
C (3.73816, -0.60529, -2.47989)  -0.540
O (4.14094, -1.59296, -1.90491)  0.049
N (4.13240, 0.63343, -2.11663)  0.026
C (3.69931, 1.87919, -2.72240)  -0.103
H (2.43769, 0.10067, -4.21699)  0.062
H (1.66312, -0.80045, -2.89090)  0.054
H (2.69517, -1.64928, -3.98795)  0.069
H (4.79576, 0.77076, -1.37361)  0.125
H (3.77228, 1.85753, -3.81374)  0.073
H (4.24527, 2.66258, -2.20224)  0.081
H (2.63119, 2.10830, -2.62137)  0.058
C (1.24229, 4.05390, -0.34758)  -0.001
C (1.01062, 5.35995, 0.39882)  -0.550
O (1.85403, 5.77634, 1.18531)  0.019
N (-0.15503, 6.00937, 0.19024)  0.009
C (-0.39743, 7.34135, 0.69112)  -0.085
H (0.66880, 3.91006, -1.26433)  0.077
H (0.98336, 3.28546, 0.37741)  0.060
H (2.28481, 3.99663, -0.64994)  0.076
H (-0.67881, 5.69762, -0.61124)  0.131
H (-1.13678, 7.35547, 1.49393)  0.077
H (-0.89372, 7.94916, -0.07299)  0.078
H (0.49749, 7.90241, 0.94016)  0.081
C (4.16700, -4.10556, 4.18424)  -0.022
C (3.92620, -3.29249, 2.94200)  -0.556
O (4.71419, -3.39281, 2.02086)  0.042
N (2.78368, -2.58456, 2.76901)  0.037
C (1.83553, -2.17697, 3.77480)  -0.086
H (4.33440, -3.50002, 5.08165)  0.072
H (5.05603, -4.72493, 4.10389)  0.074
H (3.34945, -4.79616, 4.41210)  0.075
H (2.77317, -2.05279, 1.90773)  0.102
H (1.87170, -2.78065, 4.68103)  0.072
H (0.82257, -2.28449, 3.37876)  0.067
H (1.93208, -1.12632, 4.06702)  0.071
C (-3.54966, -2.81022, -0.69218)  0.008
C (-4.43948, -2.03691, 0.30570)  -0.555
O (-5.65103, -2.18278, 0.28049)  0.030
N (-3.75772, -1.16779, 1.06960)  0.020
C (-4.13086, -0.84154, 2.45900)  -0.054
H (-2.94534, -3.56597, -0.20033)  0.078
H (-2.95638, -2.02214, -1.16463)  0.056
H (-4.21020, -3.23204, -1.44695)  0.067
H (-2.88773, -0.73243, 0.81825)  0.084
H (-3.23904, -1.10270, 3.02353)  0.082
H (-4.97464, -1.46938, 2.74697)  0.079
H (-4.50982, 0.16724, 2.62361)  0.056
C (-6.37957, -1.41646, -4.64397)  -0.007
C (-5.32260, -0.35345, -4.58633)  -0.566
O (-5.42152, 0.73678, -5.12699)  0.028
N (-4.23640, -0.64778, -3.82177)  -0.003
C (-3.15253, 0.25837, -3.49644)  -0.048
H (-5.95036, -2.40667, -4.49909)  0.073
H (-6.80638, -1.30983, -5.64059)  0.081
H (-7.14930, -1.24906, -3.89285)  0.087
H (-4.30246, -1.53344, -3.34877)  0.105
H (-2.77329, 0.05784, -2.49897)  0.062
H (-3.49274, 1.29268, -3.52793)  0.087
H (-2.42947, 0.11455, -4.30148)  0.088

Q: The lowest LUMO energy belongs to which entry?
A: C24H55F3O26S2V3

Q: net charge of number 3 (C24H56AsF6N8O8)?
A: -1